1.
The following is a DFT calculation (ωB97M-V with the def2-TZVPD basis set) of C13H29InNO7 as an isolated structure in a non-equilibrium geometry.

Structure (ORCA input):
```
! RIJCOSX wB97M-V def2-TZVPD def2/J DEFGRID3
* xyz -1 1
C 1.910 2.311 -3.591
C 2.429 1.173 -2.751
C 1.446 -0.037 -2.177
In 2.600 -0.916 -0.380
N 1.411 -1.089 1.387
C 3.511 -2.851 -1.122
O 4.578 -2.463 -2.101
C 4.156 -2.757 -3.480
H 1.109 2.210 -4.439
H 2.336 3.386 -3.292
H 3.564 1.173 -2.459
H 0.403 0.420 -1.817
H 1.270 -0.901 -2.974
H 3.985 0.196 0.027
H 1.986 -0.670 2.178
H 0.630 -0.376 1.266
H 4.089 -3.381 -0.231
H 2.709 -3.578 -1.596
H 4.189 -3.901 -3.731
H 4.948 -2.220 -4.192
H 3.106 -2.320 -3.779
C 0.510 -4.166 4.330
C -0.256 -2.918 3.928
O -1.371 -3.251 3.091
C -2.461 -3.740 3.732
O -2.572 -3.908 4.938
O -3.402 -4.034 2.800
C -4.573 -4.646 3.335
H 0.793 -4.746 3.445
H 1.413 -3.904 4.886
H -0.102 -4.823 4.957
H 0.398 -2.266 3.340
H -0.583 -2.343 4.802
H -4.996 -4.051 4.151
H -4.339 -5.659 3.676
H -5.317 -4.712 2.536
C -3.884 5.702 -2.454
C -2.931 6.573 -1.653
O -2.367 5.838 -0.559
C -1.359 4.990 -0.879
O -0.895 4.811 -1.996
O -0.967 4.356 0.254
C 0.033 3.362 0.042
H -4.639 5.255 -1.800
H -4.386 6.289 -3.228
H -3.355 4.875 -2.939
H -3.485 7.412 -1.220
H -2.143 6.999 -2.284
H 0.892 3.770 -0.500
H -0.397 2.512 -0.497
H 0.378 3.013 1.019
*
```

Results
Energy in eV: -34942.9135
Molecular weight in g mol⁻¹: 426.19
Orbital gap in eV: 6.8066
Highest occupied orbital energy in hartree: -0.1558

---

2.
The following is a DFT calculation (ωB97M-V with the def2-TZVPD basis set) of I2O4V2 as an isolated structure in a non-equilibrium geometry.

Structure (ORCA input):
```
! RIJCOSX wB97M-V def2-TZVPD def2/J DEFGRID3
* xyz 0 1
O -29.526 12.554 20.419
V -29.293 10.984 20.496
O -29.914 10.471 21.895
O -26.584 13.137 17.318
V -27.993 13.950 17.249
O -28.526 14.192 18.705
I -30.120 13.062 15.875
I -27.321 16.712 16.988
*
```

Results
Energy relative to the best compared isomer or geometry (same formula, charge and spin) in kcal/mol: 44.62
Energy in eV: -75763.4070
Molecular weight in g mol⁻¹: 419.69
Orbital gap in eV: 2.5316
Highest occupied orbital energy in hartree: -0.2936

---

3.
The following is a DFT calculation (ωB97M-V with the def2-TZVPD basis set) of the molecule C4H8O2.

Structure (ORCA input):
```
! RIJCOSX wB97M-V def2-TZVPD def2/J DEFGRID3
* xyz 0 1
C 1.794 -0.704 -0.968
C 1.151 0.142 0.131
O 1.178 1.502 -0.248
C -0.181 -0.473 0.474
O -1.089 0.464 0.372
C -2.438 0.062 0.658
H 1.805 -1.760 -0.685
H 2.817 -0.364 -1.147
H 1.227 -0.593 -1.899
H 1.735 0.000 1.060
H 0.301 1.863 -0.062
H -2.993 0.041 -0.282
H -2.870 0.805 1.331
H -2.414 -0.928 1.117
*
```

Results
Energy relative to the best compared isomer or geometry (same formula, charge and spin) in kcal/mol: 81.23
Energy in eV: -8369.7592
Molecular weight in g mol⁻¹: 88.11
Orbital gap in eV: 9.6578
Highest occupied orbital energy in hartree: -0.3240

---

4.
The following is a DFT calculation (ωB97M-V with the def2-TZVPD basis set) of the molecule C5H9NO in a non-equilibrium geometry.

Structure (ORCA input):
```
! RIJCOSX wB97M-V def2-TZVPD def2/J DEFGRID3
* xyz 0 3
C -1.977 0.109 0.310
C -2.031 -0.170 -0.931
C 0.275 0.454 0.459
C 1.462 1.249 0.564
C 0.548 -1.013 0.037
N -0.887 0.873 0.809
O -1.134 1.918 1.426
H -2.783 -0.021 1.077
H -2.943 -0.512 -1.327
H -1.222 -0.031 -1.615
H 1.275 2.398 0.836
H 2.039 1.290 -0.416
H 2.222 0.872 1.324
H -0.225 -1.789 0.306
H 1.525 -1.312 0.582
H 0.636 -1.175 -1.068
*
```

Results
Energy relative to the best compared isomer or geometry (same formula, charge and spin) in kcal/mol: 39.35
Energy in eV: -8862.0699
<S²>: 2.012
Molecular weight in g mol⁻¹: 99.13
Orbital gap (spin up / spin down) in eV: 6.5387 / 8.9004
Highest occupied orbital energy (spin up / spin down) in hartree: -0.2031 / -0.3745